Version one
Here is C42H40GeN5ORh as an isolated structure from the Open Molecules 2025 dataset. Energies are from wB97M-V/def2-TZVPD.

LUMO energy, hartree: -0.1909
Net charge: +2
Molecular weight, g mol⁻¹: 806.3
Frontier orbital gap, eV: 7.94
HOMO level, eV: -13.13

Element x y z (Å)
Rh (-0.527, 0.987, -0.167)
C (-1.453, 3.713, 0.889)
C (-2.801, 3.077, 1.158)
C (-2.876, 1.661, 1.683)
C (-3.877, 1.405, 2.614)
C (-4.190, 0.111, 2.983)
C (-3.501, -0.921, 2.378)
C (-2.492, -0.605, 1.493)
N (-2.133, 0.650, 1.175)
N (-0.805, 3.184, -0.318)
C (-1.559, 3.398, -1.566)
C (-2.396, 2.216, -1.971)
C (-3.507, 2.393, -2.776)
C (-4.270, 1.297, -3.139)
C (-3.915, 0.053, -2.655)
C (-2.798, -0.058, -1.850)
N (-2.026, 0.992, -1.539)
C (0.552, 3.724, -0.457)
C (1.322, 2.862, -1.420)
C (2.346, 3.376, -2.193)
C (2.959, 2.565, -3.138)
C (2.482, 1.280, -3.319)
C (1.455, 0.832, -2.510)
N (0.920, 1.578, -1.536)
H (-0.773, 3.519, 1.717)
H (-1.583, 4.798, 0.797)
H (-3.421, 3.116, 0.254)
H (-3.321, 3.711, 1.875)
H (-4.433, 2.238, 3.022)
H (-4.972, -0.083, 3.705)
H (-3.715, -1.960, 2.587)
H (-1.941, -1.400, 1.023)
H (-0.842, 3.581, -2.369)
H (-2.184, 4.294, -1.500)
H (-3.773, 3.389, -3.104)
H (-5.138, 1.421, -3.772)
H (-4.488, -0.834, -2.885)
H (-2.503, -1.006, -1.441)
H (1.018, 3.723, 0.528)
H (0.533, 4.756, -0.821)
H (2.640, 4.410, -2.071)
H (3.768, 2.947, -3.745)
H (2.892, 0.620, -4.069)
H (1.051, -0.156, -2.632)
C (-2.634, -4.323, -2.531)
C (-1.903, -3.363, -3.219)
C (-1.038, -2.527, -2.529)
C (-0.876, -2.632, -1.143)
C (-1.607, -3.615, -0.474)
C (-2.484, -4.450, -1.159)
Ge (0.283, -1.408, -0.132)
C (2.108, -1.644, -0.833)
C (2.396, -2.282, -2.041)
C (3.709, -2.435, -2.472)
C (4.758, -1.961, -1.699)
C (4.490, -1.371, -0.470)
C (3.178, -1.230, -0.044)
C (0.480, -2.188, 1.663)
C (1.141, -3.419, 1.720)
C (1.369, -4.050, 2.934)
C (0.948, -3.458, 4.118)
C (0.296, -2.235, 4.081)
C (0.064, -1.611, 2.860)
H (-3.307, -4.980, -3.066)
H (-2.007, -3.268, -4.292)
H (-0.500, -1.771, -3.090)
H (-1.476, -3.752, 0.595)
H (-3.037, -5.209, -0.621)
H (1.597, -2.683, -2.652)
H (3.912, -2.942, -3.407)
H (5.780, -2.084, -2.033)
H (5.308, -1.053, 0.166)
H (2.983, -0.849, 0.950)
H (1.489, -3.893, 0.808)
H (1.877, -5.006, 2.957)
H (1.125, -3.952, 5.064)
H (-0.042, -1.774, 5.001)
H (-0.456, -0.661, 2.842)
O (0.663, 1.561, 1.495)
N (1.858, 1.283, 2.027)
C (2.984, 1.550, 1.339)
C (4.218, 1.355, 1.915)
C (4.299, 0.875, 3.214)
C (3.127, 0.620, 3.906)
C (1.911, 0.843, 3.295)
H (2.835, 1.892, 0.329)
H (5.105, 1.578, 1.338)
H (5.259, 0.708, 3.680)
H (3.138, 0.257, 4.923)
H (0.957, 0.708, 3.773)



Version two
Here is C42H40GeN5ORh as an isolated structure from the Open Molecules 2025 dataset. Energies are from wB97M-V/def2-TZVPD.

LUMO energy, hartree: -0.1923
Net charge: +2
Molecular weight, g mol⁻¹: 806.3
Frontier orbital gap, eV: 8.00
HOMO level, eV: -13.23

Element x y z (Å)
Rh (0.921, -0.845, 0.303)
C (2.132, -2.797, 2.355)
C (0.714, -3.232, 2.721)
C (-0.242, -2.084, 2.930)
C (-1.177, -2.153, 3.950)
C (-1.892, -1.025, 4.315)
C (-1.600, 0.171, 3.685)
C (-0.702, 0.149, 2.641)
N (-0.075, -0.955, 2.216)
N (2.256, -2.518, 0.917)
C (1.966, -3.725, 0.120)
C (0.615, -3.682, -0.540)
C (-0.010, -4.849, -0.930)
C (-1.156, -4.780, -1.711)
C (-1.611, -3.537, -2.106)
C (-0.955, -2.411, -1.644)
N (0.117, -2.465, -0.843)
C (3.557, -1.926, 0.553)
C (3.473, -1.420, -0.862)
C (4.486, -1.616, -1.780)
C (4.336, -1.144, -3.077)
C (3.158, -0.506, -3.420)
C (2.177, -0.358, -2.457)
N (2.330, -0.783, -1.202)
H (2.847, -3.575, 2.642)
H (2.392, -1.883, 2.892)
H (0.766, -3.783, 3.660)
H (0.307, -3.939, 1.994)
H (-1.302, -3.084, 4.487)
H (-2.626, -1.071, 5.108)
H (-2.083, 1.097, 3.965)
H (-0.443, 1.049, 2.111)
H (2.050, -4.623, 0.735)
H (2.720, -3.824, -0.665)
H (0.411, -5.804, -0.644)
H (-1.666, -5.683, -2.018)
H (-2.472, -3.421, -2.748)
H (-1.293, -1.429, -1.930)
H (4.387, -2.630, 0.664)
H (3.723, -1.084, 1.226)
H (5.382, -2.141, -1.478)
H (5.120, -1.293, -3.807)
H (2.981, -0.137, -4.421)
H (1.225, 0.091, -2.692)
C (-5.069, -0.585, 1.164)
C (-4.808, 0.758, 0.935)
C (-3.569, 1.156, 0.452)
C (-2.560, 0.225, 0.199)
C (-2.846, -1.123, 0.422)
C (-4.085, -1.528, 0.898)
Ge (-0.837, 0.858, -0.527)
C (-1.171, 0.947, -2.489)
C (-0.276, 1.460, -3.434)
C (-0.600, 1.543, -4.781)
C (-1.843, 1.115, -5.223)
C (-2.757, 0.619, -4.305)
C (-2.423, 0.537, -2.959)
C (-0.749, 2.791, -0.016)
C (-0.497, 3.752, -1.003)
C (-0.525, 5.113, -0.730)
C (-0.818, 5.565, 0.547)
C (-1.101, 4.638, 1.538)
C (-1.065, 3.278, 1.257)
H (-6.036, -0.897, 1.535)
H (-5.575, 1.499, 1.125)
H (-3.395, 2.210, 0.269)
H (-2.090, -1.881, 0.249)
H (-4.283, -2.580, 1.065)
H (0.694, 1.840, -3.128)
H (0.113, 1.955, -5.484)
H (-2.102, 1.180, -6.271)
H (-3.739, 0.304, -4.635)
H (-3.161, 0.155, -2.263)
H (-0.306, 3.452, -2.020)
H (-0.338, 5.820, -1.528)
H (-0.858, 6.625, 0.759)
H (-1.373, 4.971, 2.532)
H (-1.357, 2.613, 2.060)
O (2.124, 0.473, 1.340)
N (2.093, 1.808, 1.418)
C (2.243, 2.560, 0.320)
C (2.324, 3.931, 0.428)
C (2.252, 4.522, 1.679)
C (2.098, 3.717, 2.799)
C (2.017, 2.353, 2.645)
H (2.300, 2.012, -0.607)
H (2.439, 4.522, -0.469)
H (2.317, 5.596, 1.780)
H (2.041, 4.137, 3.793)
H (1.913, 1.643, 3.451)



Which of them is the most stable, and which is the least stable? version one and version two, in that order.



Version one
Here is C5H8NO as an isolated structure from the Open Molecules 2025 dataset. Energies are from wB97M-V/def2-TZVPD.

LUMO energy, hartree: -0.1370
Net charge: +1
Molecular weight, g mol⁻¹: 98.1
Frontier orbital gap, eV: 11.07
HOMO level, eV: -14.79

Element x y z (Å)
C (1.472, -1.053, -0.156)
C (1.504, 1.136, 0.128)
C (0.140, -0.891, -0.122)
C (-1.032, -1.735, 0.063)
C (-0.961, 1.695, 0.002)
N (0.239, 0.967, 0.056)
O (2.222, 0.017, 0.098)
H (1.883, -1.983, -0.246)
H (2.030, 1.971, 0.276)
H (-1.641, -1.490, -0.737)
H (-0.626, -2.753, -0.157)
H (-1.503, -1.627, 0.969)
H (-1.624, 1.213, 0.616)
H (-0.736, 2.739, 0.266)
H (-1.368, 1.797, -1.057)



Version two
Here is an isolated ion of composition C5H8NO and charge +1 from the Open Molecules 2025 dataset. Energies are from wB97M-V/def2-TZVPD.

LUMO energy (spin up / spin down), hartree: -0.2739 / -0.2829
Net charge: +1
Molecular weight, g mol⁻¹: 98.1
Frontier orbital gap (spin up / spin down), eV: 7.47 / 7.16
HOMO level (spin up / spin down), eV: -14.92 / -14.86

Element x y z (Å)
C (-0.522, -0.822, -0.589)
C (0.842, -0.612, -0.596)
C (-1.276, 0.246, 0.123)
C (-2.754, 0.288, 0.127)
C (2.735, 0.334, 0.385)
N (1.494, 0.404, -0.181)
O (-0.564, 1.121, 0.625)
H (-1.004, -1.705, -1.119)
H (1.340, -1.477, -1.038)
H (-3.149, 0.246, 1.051)
H (-3.155, 1.248, -0.368)
H (-3.197, -0.597, -0.329)
H (2.737, 1.124, 1.182)
H (2.871, -0.593, 0.954)
H (3.601, 0.796, -0.226)



Which of them is the most stable, and which is the least stable? version one and version two, in that order.



Version one
Here is an isolated ion of composition C5H8NO and charge +1 from the Open Molecules 2025 dataset. Energies are from wB97M-V/def2-TZVPD.

LUMO energy, hartree: -0.2014
Net charge: +1
SMILES string: CCCc1c[n+]1=O
Molecular weight, g mol⁻¹: 98.1
Frontier orbital gap, eV: 10.18
HOMO level, eV: -15.66

Element x y z (Å)
C (-2.607, -1.116, 0.075)
C (-1.332, -0.558, -0.084)
C (2.219, 0.598, 0.050)
C (0.096, -0.736, -0.111)
C (0.689, 0.669, 0.050)
N (-2.504, 0.244, 0.116)
O (-3.044, 1.288, 0.197)
H (-3.152, -2.052, 0.032)
H (2.532, 0.630, -1.001)
H (2.496, -0.386, 0.466)
H (2.759, 1.498, 0.411)
H (0.457, -0.982, -1.160)
H (0.529, -1.404, 0.727)
H (0.273, 0.925, 1.009)
H (0.590, 1.381, -0.776)



Version two
Here is an isolated ion of composition C5H8NO and charge +1 from the Open Molecules 2025 dataset. Energies are from wB97M-V/def2-TZVPD.

LUMO energy, hartree: -0.2007
Net charge: +1
SMILES string: C1=[N+]2CCCO[C@H]12
Molecular weight, g mol⁻¹: 98.1
Frontier orbital gap, eV: 9.58
HOMO level, eV: -15.04

Element x y z (Å)
C (0.400, -1.936, 0.610)
C (-0.973, 0.832, -0.266)
C (-0.594, 0.284, 1.160)
C (0.203, 0.881, -1.194)
C (1.281, -0.962, -0.067)
N (0.271, -0.771, 0.947)
O (0.763, -0.413, -1.423)
H (0.148, -3.057, 0.871)
H (-1.905, 0.222, -0.532)
H (-1.420, 1.776, -0.353)
H (-0.142, 1.097, 1.646)
H (-1.426, -0.051, 1.673)
H (-0.005, 1.379, -2.177)
H (1.081, 1.540, -0.914)
H (2.318, -0.823, 0.018)



Version three
Here is an isolated ion of composition C5H8NO and charge +1 from the Open Molecules 2025 dataset. Energies are from wB97M-V/def2-TZVPD.

LUMO energy, hartree: -0.2652
Net charge: +1
SMILES string: O=[N+]1CC12CCC2
Molecular weight, g mol⁻¹: 98.1
Frontier orbital gap, eV: 8.70
HOMO level, eV: -15.91

Element x y z (Å)
C (0.836, -1.160, 0.521)
C (-0.004, -0.921, -0.812)
C (0.581, 0.364, 0.881)
C (-1.066, 1.808, -0.809)
C (-0.089, 0.689, -0.397)
N (0.211, 1.687, -1.270)
O (1.003, 2.090, -2.054)
H (0.373, -1.779, 1.330)
H (1.879, -1.274, 0.262)
H (0.554, -0.972, -1.737)
H (-0.897, -1.512, -0.852)
H (-0.206, 0.424, 1.592)
H (1.366, 1.054, 1.010)
H (-1.955, 1.531, -1.387)
H (-1.244, 2.548, -0.121)



Which of them is the most stable, and which is the least stable? version two and version one, in that order.



Version one
Here is an isolated ion of composition C3H8NOS and charge +1 from the Open Molecules 2025 dataset. Energies are from wB97M-V/def2-TZVPD.

LUMO energy, hartree: -0.2354
Net charge: +1
Molecular weight, g mol⁻¹: 106.2
Frontier orbital gap, eV: 7.57
HOMO level, eV: -13.98

Element x y z (Å)
C (0.668, 1.284, 0.158)
C (0.107, -0.041, 0.362)
C (-1.046, -0.650, -0.351)
N (-2.207, -0.017, 0.187)
O (1.323, 0.231, -0.509)
S (3.078, -0.203, 0.131)
H (0.090, 1.966, -0.644)
H (1.198, 1.685, 1.070)
H (0.395, -0.523, 1.277)
H (-1.084, -0.390, -1.447)
H (-0.998, -1.810, -0.339)
H (-2.122, -0.148, 1.162)
H (-3.020, -0.639, -0.116)
H (3.619, -0.745, -0.939)



Version two
Here is an isolated ion of composition C3H8NOS and charge +1 from the Open Molecules 2025 dataset. Energies are from wB97M-V/def2-TZVPD.

LUMO energy, hartree: -0.1450
Net charge: +1
SMILES string: [NH3+][C@H](C=O)CS
Molecular weight, g mol⁻¹: 106.2
Frontier orbital gap, eV: 9.60
HOMO level, eV: -13.55

Element x y z (Å)
O (0.674, 1.971, -1.293)
C (0.436, 0.801, -1.320)
C (0.468, -0.012, 0.004)
C (-0.831, -0.796, 0.188)
S (-0.983, -2.012, -1.178)
N (0.618, 1.049, 1.073)
H (0.137, 0.235, -2.200)
H (1.371, -0.619, 0.042)
H (-0.829, -1.295, 1.154)
H (-1.678, -0.123, 0.033)
H (-1.251, -3.080, -0.432)
H (-0.175, 0.974, 1.717)
H (1.477, 0.936, 1.606)
H (0.566, 1.970, 0.606)



Which of them is the most stable, and which is the least stable? version two and version one, in that order.



Version one
Here is a single C3H7ClN2Si molecule from the Open Molecules 2025 dataset. Energies are from wB97M-V/def2-TZVPD.

LUMO energy (spin up / spin down), hartree: -0.0615 / -0.0614
Molecular weight, g mol⁻¹: 134.6
Frontier orbital gap (spin up / spin down), eV: 6.95 / 6.96
HOMO level (spin up / spin down), eV: -8.63 / -8.63

Element x y z (Å)
C (0.701, 0.002, 2.475)
C (-0.367, -0.504, 2.005)
C (-0.556, 0.320, -2.311)
N (1.227, 1.338, 0.053)
N (-0.932, -0.365, 0.712)
Si (0.341, 0.048, -0.657)
Cl (1.214, -1.594, -0.931)
H (1.255, 0.759, 3.012)
H (-1.154, -1.015, 2.499)
H (2.095, 1.139, 0.658)
H (-1.018, 1.257, -2.542)
H (0.219, 0.018, -3.068)
H (-1.388, -0.338, -2.454)
H (-1.636, -1.065, 0.549)



Version two
Here is a single C3H7ClN2Si molecule from the Open Molecules 2025 dataset. Energies are from wB97M-V/def2-TZVPD.

LUMO energy (spin up / spin down), hartree: -0.0809 / -0.0716
Molecular weight, g mol⁻¹: 134.6
Frontier orbital gap (spin up / spin down), eV: 6.80 / 7.22
HOMO level (spin up / spin down), eV: -9.00 / -9.17

Element x y z (Å)
C (1.106, -2.430, -0.753)
C (1.171, -1.578, 0.290)
C (-1.223, 1.700, 0.034)
N (-1.154, -0.934, -1.890)
N (0.290, -0.677, 0.719)
Si (-1.105, -0.219, -0.404)
Cl (-2.822, -0.658, 0.729)
H (1.464, -3.178, -1.386)
H (2.153, -1.614, 0.709)
H (-0.724, -0.752, -2.798)
H (-1.718, 1.814, 0.966)
H (-0.135, 1.982, -0.071)
H (-1.730, 2.241, -0.814)
H (0.496, -0.328, 1.590)



Which of them is the most stable, and which is the least stable? version two and version one, in that order.